1.
# C8H15NO4S

A single C8H15NO4S molecule in a non-equilibrium geometry (the ωB97M-V functional and the def2-TZVPD basis, OMol25).

Last column: Löwdin charge in e.
Positions of all 29 atoms, in Å:
C -2.1939 1.5515 -0.9179  -0.122
C -0.2963 -0.4471 1.7518  0.045
H -0.1158 1.3885 -0.2306  0.151
C 1.2125 -0.5584 -0.6476  -0.021
H -1.3863 1.5587 0.9649  0.075
C -1.1471 1.1083 0.0999  -0.115
C -2.2081 -1.2228 0.4921  0.019
H -0.1872 -1.3575 2.2038  0.080
C -0.0419 -1.0112 -0.6854  -0.055
C 2.4829 -0.8085 -1.6141  -0.285
O 3.1021 -1.5288 0.7854  -0.302
H -0.8734 0.2760 2.4190  0.132
H -2.6992 -1.0276 1.4825  0.118
H -1.9962 -2.3429 0.4816  0.133
H -2.2628 1.2675 -2.0072  0.129
S 3.8292 -0.3541 0.4307  0.460
H 1.4499 0.3012 0.0422  0.082
H 2.6226 -1.9078 -1.7379  0.128
O 5.2822 -0.3283 0.5113  -0.305
O 3.1362 0.8424 0.9350  -0.359
H -3.6974 2.9971 -1.2306  0.061
H -0.5374 -1.7184 -1.2738  0.106
H -3.1825 2.8710 0.4125  0.047
C -3.0813 2.4604 -0.5391  0.025
N -0.9262 -0.3601 0.3050  -0.253
H 2.3086 -0.3541 -2.6340  0.142
O 3.6003 -0.1557 -1.2635  -0.225
H -2.8957 -1.0505 -0.2173  0.039
H 0.7022 -0.0888 1.6813  0.070

Results
- F_max (eV/Å) = 4.99
- total energy (eV) = -29049.5498
- ΔE to the lowest compared entry with this formula, charge and spin (kcal/mol) = 125.3
- SMILES string = C=CC[N+](C)(C)/C=C/COS(=O)(=O)[O-]
- lowest unoccupied orbital energy (Eh) = -0.0011
- gap between HOMO and LUMO (eV) = 8.7
- total charge = 0

=====

2.
# C31H44N11O2STi

A molecular structure, C31H44N11O2STi (the ωB97M-V functional and the def2-TZVPD basis, OMol25).

Last column: Löwdin charge in e.
Positions of all 90 atoms, in Å:
H 1.5471 -2.9548 5.1530  0.118
H -2.0062 3.9144 -0.9211  0.136
H -0.4691 0.7466 -5.0049  0.123
S -2.0956 -0.8281 1.4949  0.770
C 0.8847 -5.0892 -2.8776  0.035
H 2.2116 0.1202 -1.7081  0.100
C -3.5984 1.8962 3.3006  -0.032
H -2.2167 0.9799 -5.1436  0.127
H -2.6054 1.5319 5.7059  0.127
H -2.1113 3.2224 5.5214  0.134
H -2.1000 -5.6102 -3.0315  0.100
H -2.4795 -2.6556 3.6692  0.114
N 0.5985 -2.8428 -1.9113  0.071
C -1.9459 2.2040 5.1564  -0.086
C 0.8157 -2.5666 4.4631  -0.035
C -2.0333 -5.3428 -1.9779  0.008
C -1.9645 2.8657 0.9675  -0.223
N -1.1915 1.9702 -1.0897  -0.023
H 4.6530 1.3284 -1.4342  0.105
Ti -0.3064 0.5597 0.3282  0.889
N 0.1088 -4.1050 -2.1582  -0.039
N 0.3040 -1.2063 2.5969  -0.164
H -1.6354 -6.1978 -1.4332  0.098
C 4.0500 -2.2061 -0.7758  -0.056
H -0.3622 0.7718 5.6593  0.125
N 1.5874 1.5117 -0.2781  -0.044
C -1.3549 3.2276 -0.3701  -0.224
C 1.9892 -2.5300 -1.9413  -0.226
H -3.5507 0.5124 -3.1242  0.105
C -1.5246 -2.9126 -1.2440  0.053
H -0.4510 5.0784 -2.7229  0.102
H -3.0356 -5.1432 -1.6115  0.094
C -0.4812 1.7757 5.2408  -0.091
N -0.0388 1.7976 3.8474  -0.080
C -2.5977 0.0829 -2.7961  -0.031
H -2.4726 -2.6379 -0.8263  0.099
C -1.0152 -1.5119 2.6294  -0.609
O 0.7898 -0.3599 1.6762  -0.267
H -2.2544 3.7654 1.5208  0.135
H 0.6073 3.9173 -1.8810  0.070
H 0.4019 -6.0535 -2.7469  0.099
C -1.1833 -4.1403 -1.7840  -0.224
H 1.9406 1.9535 4.4079  0.102
H 2.1996 -2.7596 0.1791  0.126
H -0.3010 3.0992 -5.2289  0.127
C 0.0987 4.1402 -2.8182  -0.020
H -4.1321 2.8333 3.1353  0.102
H 2.0117 -2.2119 -4.0599  0.125
C 1.2040 -1.7048 3.4785  -0.013
C -1.1301 2.0054 -2.3935  -0.357
N 2.2514 2.4734 0.3887  0.010
H -3.6189 1.2817 2.4055  0.037
C -1.4302 -2.4013 3.6367  -0.065
H -0.4028 3.7467 -0.1786  0.097
N -1.4857 0.9323 -3.1683  -0.083
N -0.7637 3.0408 -3.1792  -0.070
H 0.9371 -4.8488 -3.9412  0.108
H 1.7511 3.0530 1.0453  0.133
H 1.6959 1.7124 2.6827  0.051
H 1.8897 -5.1378 -2.4605  0.105
H -4.1098 1.3400 4.0867  0.100
H -2.6136 -0.0388 -1.7141  0.067
H 1.3685 3.3132 3.4328  0.104
C 3.7416 1.5600 -0.9207  -0.028
H 4.4338 -1.6708 -4.0981  0.116
H 4.2059 3.2782 0.4360  0.130
C -1.3295 1.2728 -4.5845  -0.096
C 3.5435 2.5431 0.0198  -0.052
H -2.8675 2.2768 0.7622  0.106
N -2.2310 2.1211 3.7269  -0.060
H 5.7230 -1.6691 -1.9962  0.117
H 0.8596 4.2595 -3.5923  0.099
N -0.9484 2.1002 1.6948  -0.048
C 2.5942 -2.2153 -3.1496  -0.013
H -2.4758 -0.8961 -3.2572  0.092
H -2.0130 3.3469 -4.8506  0.131
C -0.5382 -2.9224 4.5397  -0.037
C 2.7027 -2.5250 -0.7491  0.000
C 3.9459 -1.9063 -3.1638  -0.053
C 1.3128 2.2249 3.5603  -0.033
C -1.0940 2.0016 3.0063  -0.364
C -1.1146 2.7887 -4.5735  -0.088
H 2.2141 -1.3589 3.3191  0.143
C -0.3772 -2.1032 -1.3119  -0.369
H 0.1143 2.4692 5.8345  0.129
H -0.8789 -3.6038 5.3041  0.121
H 4.6208 -2.2005 0.1409  0.116
C 4.6686 -1.9036 -1.9798  -0.065
O -0.1362 -0.9158 -0.9231  -0.162
C 2.4957 0.9401 -1.0687  -0.103

Results
- F_max (eV/Å) = 0.76
- total energy (eV) = -87288.3917
- 2S+1 = 2
- ΔE to the lowest compared entry with this formula, charge and spin (kcal/mol) = 4.9
- lowest unoccupied orbital energy (spin up / spin down) (Eh) = -0.1607 / -0.1572
- gap between HOMO and LUMO (spin up / spin down) (eV) = 8.0 / 8.5
- total charge = +2